The following is a quantum chemistry calculation of 10 unconnected molecules or ions with the total composition C28H55Cl4N5O14 in a non-equilibrium geometry, from OMol25.

Geometry as XYZ:
```
106
Properties=species:S:1:pos:R:3:lowdin_charge:R:1
C -26.413 -6.756 0.445 -0.12
C -27.033 -6.782 -0.902 -0.13
O -26.022 -7.424 -1.600 0.08
C -24.816 -7.174 -1.088 -0.55
O -23.737 -7.314 -1.626 0.14
O -25.021 -6.641 0.131 0.01
H -26.495 -7.699 0.987 0.13
H -26.648 -5.949 1.138 0.10
H -27.311 -5.867 -1.426 0.12
H -27.947 -7.374 -0.942 0.14
C -19.497 -3.121 -0.689 -0.14
C -18.030 -3.421 -0.290 -0.13
O -17.714 -2.276 0.434 0.04
C -18.490 -1.210 -0.052 -0.51
O -18.259 -0.043 0.105 0.17
O -19.389 -1.760 -0.865 0.05
H -20.276 -3.273 0.058 0.11
H -19.782 -3.622 -1.614 0.12
H -17.436 -3.640 -1.178 0.13
H -17.954 -4.289 0.364 0.13
C -21.651 -8.166 1.459 -0.09
C -21.922 -8.658 2.873 -0.13
O -23.270 -9.010 2.861 0.05
C -23.659 -9.277 1.598 -0.53
O -24.767 -9.632 1.327 0.15
O -22.645 -8.912 0.731 0.03
H -20.711 -8.549 1.064 0.14
H -21.765 -7.085 1.382 0.09
H -21.783 -7.841 3.581 0.13
H -21.349 -9.510 3.240 0.14
C -23.168 -3.566 -2.022 0.10
C -23.098 -4.072 -3.452 -0.42
O -22.952 -5.245 -3.634 0.39
N -23.234 -3.187 -4.438 0.09
C -23.034 -3.519 -5.874 0.00
H -24.025 -4.070 -1.576 0.09
H -23.186 -2.477 -1.973 0.11
H -22.283 -3.896 -1.479 0.10
H -23.595 -2.280 -4.179 0.16
H -22.065 -3.985 -6.050 0.10
H -23.062 -2.694 -6.585 0.11
H -23.674 -4.361 -6.141 0.10
C -26.299 -7.151 4.525 0.01
C -27.560 -6.686 3.882 -0.58
O -27.681 -5.542 3.443 0.01
N -28.532 -7.589 3.797 0.02
C -29.870 -7.364 3.202 -0.05
H -26.331 -7.860 5.352 0.09
H -25.788 -6.314 5.001 0.09
H -25.570 -7.494 3.791 0.07
H -28.448 -8.430 4.349 0.14
H -30.039 -6.302 3.028 0.08
H -30.741 -7.748 3.733 0.08
H -29.836 -7.812 2.208 0.07
C -25.667 -2.040 3.872 0.01
C -24.567 -1.859 4.904 -0.55
O -23.699 -2.722 5.078 0.02
N -24.493 -0.652 5.482 0.02
C -23.584 -0.358 6.651 -0.04
H -26.673 -1.844 4.244 0.09
H -25.526 -3.045 3.475 0.07
H -25.564 -1.357 3.029 0.05
H -25.045 0.081 5.062 0.13
H -23.248 -1.189 7.273 0.09
H -24.010 0.368 7.343 0.08
H -22.674 0.117 6.284 0.06
C -23.973 -0.587 0.561 -0.01
C -22.848 -0.022 1.403 -0.57
O -21.658 -0.140 1.122 0.04
N -23.248 0.654 2.453 0.00
C -22.433 1.374 3.354 -0.06
H -24.979 -0.301 0.870 0.07
H -23.881 -1.673 0.562 0.05
H -23.729 -0.245 -0.445 0.09
H -24.231 0.888 2.457 0.14
H -22.900 1.335 4.338 0.06
H -22.411 2.414 3.028 0.10
H -21.393 1.057 3.429 0.10
C -20.429 -2.902 2.912 0.02
C -21.209 -4.064 2.391 -0.63
O -20.612 -5.010 1.997 0.06
N -22.506 -3.833 2.296 0.05
C -23.429 -4.789 1.690 -0.05
H -20.191 -3.064 3.963 0.06
H -20.983 -1.963 2.921 0.07
H -19.436 -2.854 2.465 0.09
H -22.782 -2.937 2.674 0.11
H -23.983 -5.392 2.410 0.09
H -22.932 -5.435 0.966 0.07
H -24.234 -4.209 1.239 0.02
Cl -19.278 -4.795 6.195 0.56
C -17.736 -5.313 6.934 -0.68
C -17.588 -6.790 7.098 -0.65
Cl -16.214 -7.166 8.201 0.54
H -17.772 -4.878 7.933 0.06
H -16.920 -4.851 6.378 0.08
H -17.222 -7.257 6.183 0.06
H -18.478 -7.300 7.467 0.07
Cl -26.491 -3.202 0.161 0.64
C -26.837 -2.333 -1.337 -0.63
C -28.370 -2.259 -1.530 -0.65
Cl -29.237 -1.355 -0.255 0.56
H -26.242 -2.777 -2.135 0.06
H -26.457 -1.334 -1.124 0.05
H -28.854 -3.229 -1.643 0.07
H -28.562 -1.738 -2.468 0.07
```

- Highest occupied orbital energy (spin up / spin down): -0.423 / -0.423 Eh
- Charge: +1
- <S²>: 0.755
- Spin multiplicity: 2
- Energy: -4267.5345 Eh

The following is a quantum chemistry calculation of a molecular structure, C4H6FO4Tl in a non-equilibrium geometry, from OMol25.

Geometry as XYZ:
```
16
Properties=species:S:1:pos:R:3:lowdin_charge:R:1
C 1.746 -3.414 -0.384 -0.23
O 1.845 -2.274 -1.125 -0.04
H 0.797 -3.506 0.203 0.08
H 1.802 -4.359 -0.986 0.09
H 2.558 -3.528 0.389 0.11
C -1.408 2.312 0.588 -0.59
O -1.999 1.253 0.049 0.16
C -1.029 0.389 -0.525 -0.28
C 0.284 0.911 0.040 0.00
O -0.104 2.214 0.578 0.09
O -2.027 3.266 1.010 -0.19
F -1.099 0.559 -1.877 0.07
H -1.255 -0.652 -0.284 0.17
H 0.648 0.299 0.870 0.14
H 1.036 1.073 -0.736 0.15
Tl -1.795 5.457 2.191 0.28
```

- Highest occupied orbital energy (spin up / spin down): -0.380 / -0.154 Eh
- Energy: -729.1875 Eh

The following is a quantum chemistry calculation of 5 unconnected molecules or ions with the total composition C26H35Cl8N2O2S2 in a non-equilibrium geometry, from OMol25.

Geometry as XYZ:
```
75
Properties=species:S:1:pos:R:3:lowdin_charge:R:1
O 4.597 -0.771 5.293 -0.11
C 5.005 -0.046 4.343 -0.74
O 5.525 1.084 4.504 -0.10
C 4.873 -0.580 2.893 -0.17
N 4.225 0.424 2.010 -0.07
C 2.925 -0.024 1.502 -0.27
C 3.040 -1.215 0.530 -0.30
C 1.671 -1.875 0.256 -0.44
S 0.783 -0.802 -0.923 0.85
C -0.943 -0.827 -0.493 -1.05
S -2.002 -0.964 -1.712 0.68
N -1.240 -0.683 0.912 -0.09
C -1.968 -1.798 1.475 -0.25
C -1.357 -2.456 2.534 -0.01
C -1.996 -3.502 3.152 -0.09
C -3.240 -3.945 2.747 -0.10
C -3.845 -3.318 1.674 -0.08
C -3.197 -2.266 1.062 -0.08
C -1.762 0.611 1.256 -0.23
C -3.052 0.888 1.660 -0.01
C -3.417 2.190 1.951 -0.09
C -2.539 3.243 1.870 -0.15
C -1.234 2.954 1.492 -0.15
C -0.871 1.670 1.182 -0.08
H 4.339 -1.536 2.906 0.09
H 5.902 -0.715 2.521 0.10
H 4.009 1.203 2.631 0.09
H 2.462 0.830 0.990 0.10
H 2.286 -0.353 2.352 0.12
H 3.490 -0.828 -0.397 0.08
H 3.764 -1.942 0.913 0.08
H 1.889 -2.805 -0.280 0.04
H 1.150 -2.037 1.202 0.07
H -0.374 -2.160 2.894 0.12
H -1.540 -4.027 3.990 0.11
H -3.761 -4.756 3.250 0.10
H -4.828 -3.628 1.327 0.10
H -3.717 -1.785 0.237 0.08
H -3.782 0.092 1.768 0.11
H -4.445 2.388 2.254 0.10
H -2.850 4.255 2.103 0.07
H -0.490 3.740 1.443 0.05
H 0.160 1.468 0.897 0.09
Cl 5.182 -3.995 -0.997 0.57
C 4.283 -4.569 -2.422 -0.66
C 4.045 -3.471 -3.428 -0.64
Cl 2.898 -2.245 -2.829 0.60
H 3.346 -5.003 -2.078 0.07
H 4.880 -5.360 -2.876 0.07
H 3.612 -3.891 -4.336 0.07
H 4.971 -2.965 -3.693 0.07
Cl -3.863 -3.729 -5.542 0.53
C -3.756 -2.014 -6.018 -0.67
C -2.370 -1.635 -6.476 -0.67
Cl -1.198 -1.647 -5.136 0.54
H -4.073 -1.408 -5.172 0.06
H -4.465 -1.866 -6.832 0.07
H -2.381 -0.623 -6.879 0.07
H -2.006 -2.308 -7.250 0.06
Cl 0.571 6.219 1.646 0.57
C -0.020 7.005 3.130 -0.66
C 0.002 6.089 4.329 -0.64
Cl -1.203 4.774 4.227 0.62
H -1.023 7.378 2.933 0.07
H 0.634 7.857 3.311 0.07
H -0.238 6.663 5.224 0.07
H 0.980 5.633 4.466 0.07
Cl -3.552 1.807 -4.121 0.53
C -2.070 2.758 -4.418 -0.65
C -0.891 2.235 -3.637 -0.65
Cl -1.064 2.501 -1.886 0.62
H -2.283 3.796 -4.173 0.07
H -1.862 2.693 -5.486 0.07
H 0.015 2.756 -3.947 0.08
H -0.747 1.168 -3.801 0.03
```

- Highest occupied orbital energy: -0.144 Eh
- Charge: -1
- Energy: -5749.6627 Eh

The following is a quantum chemistry calculation of a molecular structure, C12H21LuN2O2P in a non-equilibrium geometry, from OMol25.

Geometry as XYZ:
```
39
Properties=species:S:1:pos:R:3:lowdin_charge:R:1
C 2.377 -1.438 1.993 -0.29
C 2.456 -0.815 0.511 -0.30
C 1.713 0.577 0.317 -0.16
C 0.321 0.661 0.935 -0.29
O -0.277 1.958 0.947 -0.21
C 0.254 2.945 0.037 -0.02
C -0.754 -0.280 0.269 -0.43
N -0.954 -1.527 0.959 0.16
C -0.620 -0.460 -1.212 -0.34
C -0.194 -1.625 -1.763 0.00
C -0.065 -1.797 -3.127 0.03
C -0.434 -0.725 -3.905 0.02
C -0.895 0.402 -3.265 -0.06
N -0.984 0.573 -1.964 0.13
P -2.353 0.756 0.469 1.30
C -2.823 1.034 2.202 -0.08
O -3.569 0.002 -0.140 -0.06
H 3.355 -1.993 2.240 0.01
H 1.624 -2.217 1.971 0.10
H 2.040 -0.712 2.799 0.04
H 3.567 -0.600 0.284 -0.01
H 2.177 -1.560 -0.222 0.11
H 2.389 1.366 0.747 0.06
H 1.720 0.754 -0.757 0.13
H 0.366 0.348 1.984 0.14
H -0.440 3.782 0.055 0.12
H 1.222 3.336 0.341 0.11
H 0.268 2.591 -0.992 0.09
H -1.933 -1.760 1.088 0.12
H -0.463 -1.568 1.844 0.10
H 0.053 -2.450 -1.105 0.13
H 0.291 -2.720 -3.558 0.14
H -0.396 -0.786 -4.981 0.14
H -1.223 1.226 -3.891 0.15
H -2.051 1.680 2.623 0.08
H -2.838 0.081 2.732 0.10
H -3.772 1.569 2.271 0.10
H -3.325 -0.531 -0.926 0.14
Lu 4.170 -0.077 2.190 1.50
```

- Highest occupied orbital energy: -0.586 Eh
- Charge: +3
- Energy: -2305.4379 Eh